Computed, not measured: a structure of composition C9H11O3, with wB97M-V/def2-TZVPD.

Geometry as XYZ:
```
23
Properties=species:S:1:pos:R:3:forces:R:3
C 0.7893 -4.0499 -0.6899 -0.359 0.006 0.388
C 2.1789 -3.4092 -0.6895 -0.604 -0.540 0.131
O 2.2420 -2.1964 -0.2314 0.066 -0.441 -0.180
O 3.1056 -4.0888 -1.1070 0.279 0.528 0.002
H 0.0351 -3.4636 -0.1614 0.076 0.231 -0.247
H 0.8246 -5.0030 -0.1584 0.226 -0.112 -0.278
H 0.4818 -4.2209 -1.7244 0.008 -0.054 0.124
C -1.4058 3.9560 -0.2482 -1.193 -0.038 0.454
C 0.8238 1.0292 0.5975 1.106 0.161 0.041
C 0.3708 2.3052 0.3682 -1.186 0.510 0.360
C -0.0211 -0.0928 0.7351 -0.408 0.383 -0.078
C -0.9938 2.5742 0.1630 0.649 -0.614 0.046
C -1.3966 0.1973 0.5926 -0.368 0.397 -0.282
C -1.8521 1.4848 0.2941 0.155 0.274 -0.009
O 0.4177 -1.2784 1.0385 -0.345 -0.553 -0.104
H 1.9061 0.9247 0.6656 -0.193 -0.397 0.277
H 0.9992 3.1816 0.5226 0.413 -0.281 -0.570
H 1.2865 -1.8603 0.2939 0.670 0.707 0.135
H -2.1462 -0.5864 0.6469 0.260 -0.155 0.174
H -0.6897 4.3717 -0.9538 0.080 0.393 0.337
H -1.6690 4.5984 0.6113 0.837 0.140 -0.184
H -2.9169 1.6772 0.1869 -0.050 -0.222 -0.107
H -2.3703 3.9495 -0.7521 -0.118 -0.324 -0.431
```
Forces are in eV/Å.

Energy, hartree: -575.34610
Charge: -1
ΔE to the lowest compared entry with this formula, charge and spin, kcal per mole: 7.74
Highest occupied orbital energy, eV: -4.0

Let us look at the natural (NBO) charges, expressed in e, one per atom: C -0.746; C 0.795; O -0.717; O -0.685; H 0.225; H 0.211; H 0.214; C -0.622; C -0.304; C -0.196; C 0.369; C -0.119; C -0.308; C -0.206; O -0.794; H 0.207; H 0.185; H 0.503; H 0.198; H 0.209; H 0.198; H 0.183; H 0.201

Computed, not measured: a structure of composition C27H27ErN5O9P2S, with wB97M-V/def2-TZVPD.

Geometry as XYZ:
```
72
Properties=species:S:1:pos:R:3:forces:R:3
Er 0.1845 -0.5392 -0.3392 1.469 0.990 1.290
C 3.3111 1.0653 -3.6655 0.280 -0.024 -0.015
O 3.9401 1.0890 -2.3459 -0.272 -0.081 0.013
C 3.0156 0.6472 -1.5029 0.184 0.132 0.230
N 1.8677 0.3086 -1.9426 0.129 -0.196 -0.042
C 1.8910 0.5082 -3.4127 -0.171 0.261 0.020
C 1.5946 -0.7388 -4.1997 0.023 -0.064 -0.072
C 2.1999 -1.9484 -3.8797 0.005 0.066 0.039
C 1.9334 -3.0802 -4.6299 -0.049 -0.008 -0.065
C 1.0734 -3.0063 -5.7176 0.019 0.031 0.036
C 0.4877 -1.7964 -6.0557 0.028 -0.041 0.004
C 0.7475 -0.6662 -5.2961 -0.040 -0.034 0.027
C 3.3437 0.6821 -0.0573 -0.202 -0.026 0.030
C 4.4772 1.2977 0.4566 -0.175 -0.125 0.098
C 4.5781 1.4195 1.8366 -0.043 -0.027 -0.053
C 3.5487 0.9581 2.6478 -0.055 -0.045 -0.189
C 2.4631 0.3518 2.0327 -0.020 -0.107 -0.166
N 2.3774 0.1905 0.7170 0.101 0.080 -0.191
C 1.2802 -0.1560 2.7594 0.216 0.013 -0.094
N 0.2571 -0.6773 2.1892 -0.025 0.164 0.358
C -0.5653 -1.2353 3.3103 -0.004 -0.054 -0.051
C 0.0517 -0.5739 4.5529 0.087 0.003 0.083
O 1.3386 -0.0881 4.0833 -0.114 -0.126 -0.146
C -2.0612 -1.0534 3.2297 -0.025 -0.124 0.100
C -2.7034 -0.7729 2.0408 0.323 0.175 -0.209
C -4.0864 -0.7251 1.9573 0.079 -0.008 0.091
C -4.8432 -0.9443 3.0965 -0.050 -0.001 -0.012
C -4.2131 -1.2107 4.3052 0.069 0.009 -0.043
C -2.8315 -1.2759 4.3720 0.017 0.049 -0.125
H 3.9178 0.4123 -4.2944 -0.118 0.086 0.029
H 3.3306 2.0852 -4.0457 -0.046 -0.076 -0.008
H 1.1304 1.2633 -3.6386 0.086 -0.101 -0.025
H 2.8577 -2.0206 -3.0239 0.014 0.001 0.058
H 2.3892 -4.0231 -4.3654 0.038 -0.045 0.027
H 0.8648 -3.8901 -6.3017 -0.016 -0.065 -0.045
H -0.1731 -1.7360 -6.9082 -0.043 0.017 -0.050
H 0.2743 0.2737 -5.5464 -0.021 0.067 -0.008
H 5.2357 1.6766 -0.2105 0.036 0.024 -0.020
H 5.4453 1.8917 2.2762 0.012 0.008 0.012
H 3.5764 1.0618 3.7208 0.008 0.011 0.059
H -0.3540 -2.3117 3.3214 -0.037 0.073 -0.047
H 0.2502 -1.2574 5.3746 -0.087 0.039 -0.017
H -0.5219 0.2875 4.9006 0.003 -0.061 -0.032
H -2.0937 -0.5840 1.1678 -0.349 -0.169 -0.051
H -4.5596 -0.5393 1.0038 -0.043 0.013 -0.085
H -5.9222 -0.9203 3.0460 -0.053 0.007 -0.009
H -4.7977 -1.3844 5.1955 -0.067 -0.017 0.070
H -2.3615 -1.5157 5.3155 0.060 -0.030 0.101
O -0.6789 -4.2792 -1.9619 0.065 -0.002 0.045
P -0.4606 -2.8619 -1.3503 -0.086 -0.058 -0.242
O -1.2574 -2.4393 -0.1488 -0.048 -0.277 0.128
O 0.9949 -2.5501 -1.0939 -0.031 -0.144 -0.299
O -0.8908 -1.7435 -2.4753 -0.115 -0.107 -0.012
P -2.1483 -0.6593 -2.3135 0.152 -0.276 0.229
O -1.9017 0.2471 -3.5897 0.153 0.115 -0.003
O -3.4552 -1.3034 -2.2546 -0.034 -0.010 -0.027
O -1.6260 0.1992 -1.1422 -0.881 0.290 -0.544
H -1.5940 -4.5841 -1.9659 -0.155 -0.023 -0.022
H -2.5036 0.0278 -4.3069 -0.132 -0.076 -0.122
C -0.0008 4.3855 2.6332 0.092 0.002 -0.048
N -1.0728 3.5577 2.1180 0.004 0.001 -0.056
C -2.3603 3.5184 2.6232 -0.271 -0.192 -0.101
C -3.0639 2.6518 1.8620 0.091 0.152 0.199
N -2.1997 2.1811 0.9028 0.060 0.068 -0.111
C -0.9823 2.7340 1.0602 0.065 -0.317 -0.453
S 0.3729 2.4130 0.0699 0.036 -0.046 0.225
H -0.2697 5.4365 2.5457 0.025 0.000 0.010
H 0.8881 4.1841 2.0390 -0.022 0.041 0.054
H 0.1854 4.1371 3.6760 0.020 0.026 0.034
H -2.6501 4.1075 3.4699 -0.060 0.067 0.098
H -4.0794 2.3178 1.9255 -0.137 0.002 0.043
H -2.3925 1.5234 0.1479 0.046 0.102 0.074
```
Forces are in eV/Å.

Energy, hartree: -4092.31879
Charge: +1
Expectation value of S²: 3.7525
2S+1: 4
ΔE to the lowest compared entry with this formula, charge and spin, kcal per mole: 1.68
Highest occupied orbital energy (alpha / beta), eV: -10.7 / -10.7

Let us look at the Mulliken charges, expressed in e, one per atom: Er 1.111; C -0.564; O -0.470; C 0.264; N 0.395; C -0.597; C 0.427; C -0.051; C -0.805; C -0.474; C -0.799; C -0.307; C 0.262; C -0.909; C -0.543; C -0.787; C 0.524; N -0.060; C 0.307; N -0.062; C 0.234; C -0.767; O -0.400; C 0.004; C 0.489; C -1.088; C -0.589; C -0.701; C -0.759; H 0.391; H 0.305; H 0.674; H 0.226; H 0.428; H 0.430; H 0.423; H 0.422; H 0.566; H 0.473; H 0.573; H 0.378; H 0.325; H 0.416; H 0.451; H 0.567; H 0.444; H 0.431; H 0.428; O -0.590; P 0.539; O -0.348; O -0.715; O 0.350; P 0.458; O -0.446; O -0.799; O -0.178; H 0.379; H 0.321; C -0.923; N 0.185; C -0.547; C -0.661; N 0.298; C 0.264; S -0.495; H 0.344; H 0.294; H 0.340; H 0.539; H 0.502; H 0.257

Computed, not measured: a structure of composition C29H40AsF7IrN8O3SSi, with wB97M-V/def2-TZVPD.

Geometry as XYZ:
```
91
Properties=species:S:1:pos:R:3:forces:R:3
Ir 0.8845 -0.8683 1.5811 -0.325 -0.011 0.783
C -1.4800 6.2907 0.4873 0.142 -0.154 -0.042
C -2.5174 5.1783 0.3667 -0.137 0.458 0.081
N -1.8771 3.8552 0.2252 0.368 -0.515 -0.132
C -1.5924 3.1692 1.3575 -0.180 0.213 0.315
C -0.9641 1.9560 1.4108 -0.020 0.047 0.760
C -0.7010 1.4024 2.7953 -0.139 0.267 0.278
O -1.2438 1.9322 3.7320 0.081 -0.101 -0.239
O 0.1539 0.4238 2.9253 0.522 -0.332 -0.327
C -0.6177 1.3078 0.2050 -0.062 0.466 -1.084
O -0.1566 0.1582 0.0897 -0.071 -0.434 0.350
C -0.8247 2.0841 -1.0204 -0.046 0.035 -0.297
C -0.3503 1.5812 -2.2290 0.042 -0.148 0.741
C -0.5008 2.3074 -3.3747 -0.600 0.801 0.100
F -0.0836 1.7845 -4.5067 0.084 -0.152 -0.262
C -1.1595 3.5865 -3.3921 -0.003 -0.285 0.819
C -1.6274 4.0783 -2.1697 0.142 0.100 -0.976
C -1.4672 3.3653 -0.9868 0.257 -0.804 0.347
N -1.3362 4.3071 -4.5437 0.066 0.354 -0.672
C -2.6248 4.9250 -4.8567 0.226 -0.062 -0.138
C -2.4381 6.2542 -5.5845 -0.264 -0.165 0.445
N -1.6297 6.0272 -6.8252 0.038 0.072 -0.016
C -0.3095 5.4105 -6.4725 0.332 -0.386 0.169
C -0.5269 4.0850 -5.7445 -0.209 0.258 0.015
H -1.9821 7.2516 0.5855 -0.050 -0.040 0.015
H -0.8233 6.3294 -0.3834 -0.027 0.003 0.014
H -0.8643 6.1373 1.3732 0.016 0.051 0.003
H -3.1935 5.3399 -0.4702 0.035 -0.147 -0.001
H -3.1308 5.1457 1.2640 -0.010 -0.139 0.016
H -1.8970 3.6188 2.2961 -0.022 0.024 -0.042
H 0.1539 0.6194 -2.2593 -0.030 0.084 0.004
H -2.0788 5.0584 -2.1525 0.034 -0.011 -0.001
H -3.2087 5.0884 -3.9547 0.007 0.053 -0.063
H -3.1988 4.2398 -5.4951 -0.094 0.016 0.009
H -1.8925 6.9637 -4.9635 0.045 0.022 -0.103
H -3.4058 6.6786 -5.8463 0.059 0.011 -0.150
H -1.4884 6.9093 -7.3264 -0.014 -0.047 0.018
H -2.1383 5.4056 -7.4620 -0.005 0.062 -0.028
H 0.2223 6.1166 -5.8353 -0.075 0.055 -0.049
H 0.2718 5.2428 -7.3776 -0.121 0.090 -0.082
H 0.4508 3.6925 -5.4834 -0.002 0.077 -0.044
H -1.0129 3.3654 -6.4148 0.053 -0.025 -0.031
C 0.0110 -4.6022 6.2790 0.026 0.403 -0.046
Si 1.6789 -3.8064 6.5736 0.649 -0.813 0.725
C 3.0003 -5.1766 6.6036 -0.542 0.643 -0.233
C 1.8151 -2.8134 8.1691 -0.351 -0.026 -0.552
C 2.2984 -2.6591 5.1524 -0.407 -0.022 -0.147
C 3.6403 -2.2585 5.1879 0.196 0.097 -0.103
C 4.1991 -1.5115 4.1675 -0.051 -0.214 0.282
C 3.4103 -1.1547 3.0768 0.104 0.061 -0.125
N 2.1368 -1.5076 3.0253 0.182 0.105 -0.170
C 1.5670 -2.2220 4.0347 -0.287 -0.133 0.183
S -0.1047 -2.4473 3.7587 0.160 0.099 -0.229
H -0.1924 -5.2930 7.0998 0.098 0.010 0.042
H -0.0205 -5.1799 5.3539 0.056 0.006 -0.017
H -0.8026 -3.8772 6.2572 -0.053 -0.033 0.027
H 2.7192 -5.9177 7.3518 0.029 -0.033 0.014
H 3.9814 -4.7787 6.8626 0.052 -0.093 0.005
H 3.0529 -5.6643 5.6291 0.099 -0.107 0.047
H 1.5249 -3.4532 9.0036 0.005 -0.007 0.018
H 1.1444 -1.9522 8.1519 0.021 0.016 0.110
H 2.8294 -2.4592 8.3523 0.034 -0.017 -0.036
H 4.2624 -2.5474 6.0264 -0.014 -0.006 0.002
H 5.2386 -1.2181 4.1951 -0.003 0.046 -0.038
H 3.8200 -0.5877 2.2513 -0.081 -0.020 -0.049
F 2.5406 -1.9506 0.3529 -0.109 0.629 -0.436
As 3.2118 -0.7347 -0.9100 -0.574 -0.559 0.281
F 3.7183 -2.0595 -1.8421 0.127 0.135 0.087
F 3.6719 0.4925 -1.9792 0.120 0.021 -0.007
F 4.6192 -0.6891 0.0424 0.128 0.066 -0.102
F 2.4846 0.4697 0.2085 0.075 -0.004 -0.111
F 1.6296 -0.8462 -1.6656 0.181 0.041 0.135
C 0.0828 -6.0844 -2.1086 -0.074 0.053 -0.024
C -1.2859 -5.5052 -2.4546 0.024 0.026 0.048
C -2.3744 -5.9903 -1.5038 0.019 0.036 0.000
C -1.2585 -3.9713 -2.5403 -0.167 -0.526 -0.302
N -0.9804 -3.3382 -1.2570 0.359 0.255 0.262
C 0.1833 -3.1422 -0.6452 -0.138 -0.321 0.168
N -0.0767 -2.5478 0.5061 0.140 0.423 -0.234
N -1.4138 -2.3538 0.5571 -0.201 -0.058 -0.031
N -1.9588 -2.8241 -0.4911 0.006 -0.125 0.034
H 0.0570 -7.1696 -2.1909 0.030 -0.005 0.019
H 0.3716 -5.8496 -1.0807 0.010 -0.024 0.019
H 0.8557 -5.7165 -2.7866 0.034 -0.025 0.017
H -1.5427 -5.8397 -3.4639 0.001 0.092 -0.021
H -2.1728 -5.6871 -0.4733 0.013 -0.013 0.009
H -2.4281 -7.0777 -1.5187 -0.014 -0.002 0.005
H -3.3524 -5.5973 -1.7844 -0.013 -0.025 0.015
H -2.2341 -3.6016 -2.8507 0.045 0.101 0.004
H -0.4964 -3.6393 -3.2449 -0.012 0.069 0.028
H 1.1454 -3.4635 -1.0024 0.028 0.117 -0.070
```
Forces are in eV/Å.

Energy, hartree: -5518.82657
Charge: +3
Expectation value of S²: 6.0949
2S+1: 5
ΔE to the lowest compared entry with this formula, charge and spin, kcal per mole: 11.82
Highest occupied orbital energy (alpha / beta), eV: -15.6 / -15.8

Let us look at the Mulliken charges, expressed in e, one per atom: Ir 1.394; C -0.977; C -0.981; N 0.121; C -0.349; C -0.132; C 0.206; O -0.604; O -0.510; C 1.052; O -0.446; C 0.964; C -0.515; C 0.006; F -0.299; C -1.043; C -0.676; C 0.068; N 0.206; C -0.650; C -0.711; N -0.120; C -1.003; C -0.696; H 0.393; H 0.331; H 0.361; H 0.482; H 0.494; H 0.644; H 0.676; H 0.804; H 0.456; H 0.264; H 0.377; H 0.419; H 0.365; H 0.392; H 0.369; H 0.459; H 0.518; H 0.441; C -1.056; Si 0.180; C -1.071; C -1.024; C 0.449; C -0.117; C -1.189; C 0.121; N -0.219; C 0.647; S -0.051; H 0.363; H 0.342; H 0.361; H 0.367; H 0.348; H 0.344; H 0.351; H 0.346; H 0.356; H 0.374; H 0.444; H 0.514; F -0.638; As 2.093; F -0.445; F -0.446; F -0.457; F -0.559; F -0.426; C -1.366; C 0.732; C -1.402; C -1.366; N 0.966; C -0.944; N 0.194; N -0.091; N -0.623; H 0.418; H 0.260; H 0.382; H 0.322; H 0.255; H 0.432; H 0.378; H 0.414; H 0.442; H 0.748

Q: Look up the energy of the third one.
A: -5518.82657 hartree

Q: Which value of charge does entry 1 give?
A: -1